Below is a structure of composition C23H39Br2ClF6KLiN6NaO12S2, with properties calculated with wB97M-V/def2-TZVPD.

* E_LUMO: -0.18858 Eh
* orbital gap: 1.0 eV
* total charge: +1

Positions of all 94 atoms, in Å:
C -5.0665 1.7230 0.7690
H 6.6451 2.3426 -1.5634
C -5.3354 2.7511 1.8767
O 3.8132 1.7056 -2.5413
H 0.7530 -0.5516 -0.3267
N 2.4765 -8.1621 5.1958
H 5.6495 0.0057 -4.1602
Na -2.2594 -5.1028 2.6445
H -1.9062 -1.2733 2.2436
H 2.3506 1.1127 0.2958
O -2.4781 -3.6442 1.0983
H 7.3901 1.6277 -2.8687
H 5.8599 2.2781 -2.9999
N -1.5522 -1.9203 -2.1033
F 1.5920 -8.4763 2.9832
H 3.7968 -0.1136 -1.4876
N -9.3705 1.2762 5.8444
C 4.3999 0.7852 -1.6178
Li 0.5344 5.2675 0.2329
H 6.5770 -3.2454 1.4121
F -3.8428 -0.1678 -1.0943
H 6.3751 0.0426 -1.1589
H -3.8381 2.2381 -4.3939
C 0.9519 2.7631 0.8084
O -0.1731 2.9615 -4.7888
C 0.3840 0.4901 -0.3386
C -3.5679 1.3134 0.6892
H -5.7689 0.8790 0.8288
C 5.9315 -0.4888 -3.2161
O 3.7899 -7.9410 7.3150
C -1.8066 -0.5506 0.1166
C -2.2254 1.4385 -5.5762
H 0.4536 0.9869 -1.3368
H 2.2145 1.7705 -3.8042
O -10.4184 1.3524 5.2365
C -0.8656 3.3527 -5.6866
C 7.1188 -2.3048 1.3049
O -9.2442 1.5129 7.0708
H -3.0756 2.0532 0.0400
H -8.3678 -0.1210 4.6776
C -1.3679 -1.4936 1.3051
C -8.1705 0.8662 5.0897
C -2.9502 1.6194 -4.2582
C 6.2872 -1.1550 1.8958
H 8.0675 -2.3855 1.8360
H -6.3874 3.0705 1.8514
C -1.5058 -2.9950 0.9246
F -1.7669 5.3515 -6.6071
H 5.2910 -1.3589 -3.0761
F 3.7524 -6.1273 5.8311
H -8.0163 1.5991 4.3034
C -4.1708 -1.1236 0.9840
C -0.6356 4.6598 -6.4511
O -1.9107 2.7107 -6.1800
O 5.9757 -0.2177 1.0895
H 7.3290 -2.1439 0.2421
H -0.0033 2.8111 1.3666
F -0.1405 4.4160 -7.6761
H 0.7966 3.2755 -0.1713
O 0.3778 -6.9763 4.3199
H 2.6425 0.1283 -3.2677
Br -5.0453 2.0145 3.6814
S 2.8616 -7.2889 6.4546
H -5.2962 2.2394 -0.1835
Br -7.8121 0.3134 7.9605
S 1.7512 -7.3297 4.0812
H 1.1972 0.7481 1.6301
N -4.5767 -1.6622 1.8561
O 2.5381 -6.3714 3.3680
Cl -0.0646 -3.7594 0.2154
H -1.3213 0.8387 -5.4610
H 4.4258 1.2970 -0.6529
H 3.6604 0.9972 -4.4496
C 3.0467 1.1026 -3.5619
H -2.3183 2.1225 -3.5246
C -3.3363 -0.1178 0.2107
N -0.9950 0.6676 0.1615
O 1.8021 -6.5717 7.0944
F 0.2338 5.4535 -5.8205
C 5.8293 0.4568 -2.0204
H -3.2486 0.6538 -3.8496
H -0.9426 0.9068 1.1500
H -7.3212 0.8391 5.7645
O 6.0075 -1.2592 3.0869
H -4.7203 3.6555 1.7727
C 1.3240 1.2660 0.6617
H -2.8704 0.9177 -6.2814
N 6.4979 1.7526 -2.3892
C -1.6674 -1.2794 -1.2063
H 6.9552 -0.8494 -3.3347
H -3.1008 1.4604 1.6854
H -0.2992 -1.3742 1.5584
K 3.6814 0.4243 -6.0587
H 1.7351 3.2381 1.4282